25
Properties=species:S:1:pos:R:3:forces:R:3:lowdin_spin:R:1 method="wB97M-V/def2-TZVPD" lumo_energy_ev="0.12 / -1.73" mol_weight_g_mol=477.634 max_force_ev_per_a=0.837 orbital_gap_ha="0.26528 / 0.22915" multiplicity=5
Ir 1.324 -0.324 0.007 -0.3028 0.7794 0.0285 2.414
S 1.600 1.384 -1.621 0.0281 -0.3952 -0.1928 0.427
S 0.968 4.317 1.467 -0.0589 0.0366 -0.0478 0.025
S 0.964 4.303 -1.493 -0.0547 0.0194 0.0586 0.020
S 1.609 1.400 1.631 0.0204 -0.3429 0.1816 0.409
O 0.532 6.455 -0.024 -0.1040 -0.2230 0.0061 0.011
O -0.519 -2.130 -0.009 -0.2577 0.1050 -0.0095 0.095
O -2.733 -2.557 0.002 0.1192 -0.2234 -0.0022 0.004
N -1.108 0.553 0.016 -0.0779 -0.0987 -0.0033 0.055
N -2.074 -0.447 0.014 0.0626 -0.1389 -0.0020 0.003
C -1.676 -1.747 0.001 0.1448 0.0080 -0.0010 0.011
C 1.296 2.788 -0.687 -0.0476 0.2002 0.3103 0.105
C 1.300 2.794 0.678 -0.0360 0.1711 -0.3213 0.115
C 2.931 -1.618 0.005 0.2835 -0.2571 -0.0169 0.193
C 0.749 5.276 -0.019 0.2371 0.2289 0.0017 0.010
C -2.391 -3.963 -0.012 -0.1529 0.2060 0.0040 0.001
H -3.340 -4.484 -0.011 -0.0271 -0.0249 0.0001 0.000
H -1.819 -4.197 -0.905 0.0223 -0.0231 -0.0275 0.000
H -1.183 1.132 -0.812 0.0458 0.0394 -0.0094 0.003
H -1.811 -4.211 0.872 0.0224 -0.0235 0.0258 0.000
H -3.056 -0.229 0.023 -0.0287 0.0006 0.0013 0.001
H 2.822 -2.302 -0.844 0.0476 -0.0027 0.0528 0.042
H 3.888 -1.103 -0.063 0.0264 -0.0708 0.0072 0.009
H -1.169 1.117 0.855 0.0456 0.0377 0.0123 0.003
H 2.897 -2.207 0.927 0.0425 -0.0081 -0.0564 0.042

70
Properties=species:S:1:pos:R:3:forces:R:3:mulliken_charge:R:1 method="wB97M-V/def2-TZVPD" lumo_energy_ev=0.12 mol_weight_g_mol=758.986 max_force_ev_per_a=5.514 orbital_gap_ha=0.39173 multiplicity=1 de_lowest_ev=3.250 smiles="O=C1OCCO1.O=C1OCCO1.O=C1OCCO1.ClCCCl.ClCCCl.ClCCCl.ClCCCl.ClCCCl"
Cl -5.858 -8.086 -4.977 -0.1592 -0.2827 0.6977 -0.179
Cl 3.900 2.610 -7.675 -0.3764 0.0968 0.5516 -0.177
Cl 4.718 6.402 -0.166 -0.5500 -0.6622 -0.0593 -0.199
Cl 1.545 2.930 -5.197 0.3031 0.1933 0.6974 -0.178
Cl 8.405 3.474 -3.236 -0.1263 -1.5411 0.3504 -0.185
Cl -4.589 -5.216 -3.392 0.4458 -0.6802 -0.6314 -0.189
Cl 10.067 2.108 -0.908 -0.0864 -0.6402 0.7505 -0.191
Cl 0.518 -1.691 6.375 -0.3832 0.5241 0.2493 -0.186
Cl 1.912 4.892 1.666 0.5365 0.0414 1.0345 -0.190
Cl 2.177 0.531 8.650 0.2820 -0.0348 -0.3626 -0.186
O -6.194 -3.737 5.096 -2.9398 -0.7464 1.7793 -0.331
O 2.344 -0.149 -0.969 -2.1567 -1.1106 0.7655 -0.587
O -3.575 5.503 1.392 0.1445 -1.6228 2.4047 -0.320
O -3.831 3.777 0.092 -0.4790 -2.9909 -0.7712 -0.306
O 0.877 -0.596 0.704 0.7889 0.4032 0.9925 -0.310
O -4.370 -4.751 4.633 1.4179 -1.7298 0.1573 -0.339
O -5.002 -3.026 3.294 -0.5461 -1.9959 2.7171 -0.583
O 0.558 -1.607 -1.173 0.9905 0.7693 -2.3828 -0.357
O -3.730 3.375 2.322 -0.0511 3.1062 -3.8062 -0.587
C 8.578 1.247 -1.468 0.6932 1.6991 -0.5465 -0.303
C -4.884 -5.495 5.793 0.4424 0.4870 -1.9089 -0.332
C -3.724 4.144 1.331 0.3702 -1.8294 5.1884 0.695
C -5.188 -3.778 4.257 1.1794 1.5543 -2.4802 0.737
C -4.400 -7.159 -5.389 -1.0404 0.7953 -1.4039 -0.468
C 0.646 0.089 6.426 1.2081 1.0157 -0.7287 -0.350
C -0.567 -2.054 -0.438 1.0917 -0.4529 0.2669 -0.165
C 2.038 0.533 6.866 -0.2426 -0.0618 -0.2363 -0.493
C -3.661 -6.503 -4.285 0.5596 -0.6530 1.6000 -0.375
C 1.653 1.479 -6.178 0.9708 -0.1268 -1.9850 -0.376
C 8.482 1.648 -2.907 -0.5380 0.1030 -1.2241 -0.543
C 1.360 -0.703 -0.513 0.9134 -0.2369 -1.6017 0.722
C 3.686 4.945 -0.489 0.0708 -0.2713 0.4436 -0.311
C 2.240 5.106 -0.068 -1.2020 0.0661 -0.0174 -0.460
C -6.291 -5.005 5.867 0.6592 0.9408 0.8735 -0.250
C -3.527 5.997 0.138 -0.3217 1.5177 -3.3000 -0.229
C -0.128 -1.556 0.903 -2.4114 0.2553 2.2898 -0.274
C 3.116 1.259 -6.808 -1.1311 -0.3493 0.7403 -0.454
C -3.760 4.807 -0.806 0.2292 1.8384 -0.9383 -0.245
H -4.833 -6.374 -6.009 0.4278 -0.0833 -0.4061 0.285
H 3.707 0.912 -5.960 0.4220 0.5037 -0.1182 0.276
H -0.554 -3.140 -0.529 -0.2156 0.0531 0.1661 0.235
H -4.866 -6.568 5.598 0.6386 0.1507 0.0813 0.289
H 1.721 6.048 -0.247 0.6601 0.0989 -0.6223 0.331
H -6.306 -4.903 6.952 -1.3501 1.2269 -0.0578 0.254
H -3.389 -7.278 -3.568 -0.2350 0.1638 0.4089 0.292
H -7.092 -5.699 5.613 0.0655 0.4999 -0.8633 0.284
H 8.699 0.165 -1.415 -0.0797 0.1920 0.3631 0.294
H 0.599 0.486 5.411 -0.3430 -0.5087 -0.2823 0.228
H 7.575 1.196 -3.308 -0.1460 0.3399 -0.2030 0.303
H 1.568 4.319 -0.413 0.5827 -0.0451 -0.9123 0.256
H -0.109 0.655 6.972 -0.2120 -0.8227 0.3265 0.355
H 4.064 4.094 0.077 0.3207 0.2713 0.2098 0.277
H 9.313 1.249 -3.490 0.0680 0.3170 0.1089 0.354
H 3.841 4.648 -1.527 -0.4197 0.4664 -0.0950 0.294
H 2.241 1.527 6.467 -0.2845 0.2713 0.4872 0.291
H 2.806 -0.070 6.381 -0.0347 -0.3805 0.5227 0.341
H -2.564 6.400 -0.179 0.1191 0.4680 0.7841 0.239
H -1.548 -1.683 -0.735 0.3400 0.3744 -0.4939 0.237
H 1.386 0.572 -5.637 0.2010 0.2242 0.2991 0.299
H -2.689 -6.105 -4.577 -0.3568 0.3577 -0.4431 0.314
H 3.191 0.467 -7.554 -0.7689 -0.1646 0.2317 0.318
H -0.940 -1.002 1.375 -0.0830 -0.1216 0.1638 0.259
H -4.652 4.918 -1.422 -0.2065 -0.3220 0.2538 0.251
H -4.319 6.732 -0.005 0.1999 0.2710 0.1084 0.272
H 0.119 -2.347 1.611 0.7130 0.0946 -0.1509 0.240
H 7.719 1.679 -0.954 0.1974 -0.4693 0.4072 0.271
H 0.864 1.664 -6.907 0.3759 -0.3689 -0.3810 0.293
H -4.361 -5.157 6.688 0.4631 -0.3878 -0.3187 0.271
H -3.815 -7.858 -5.986 0.3650 0.3835 0.1792 0.319
H -2.914 4.713 -1.487 0.0198 -0.4420 0.0800 0.229

14
Properties=species:S:1:pos:R:3:forces:R:3:mulliken_charge:R:1 method="wB97M-V/def2-TZVPD" lumo_energy_ev=0.70 mol_weight_g_mol=96.086 max_force_ev_per_a=3.233 orbital_gap_ha=0.39550 multiplicity=1 de_lowest_ev=0.785 smiles="NC(N)=O.O.O"
O 0.144 -2.086 1.576 -0.7851 -0.2194 0.0705 -0.643
O -1.052 0.718 0.054 -0.7352 0.6614 0.6423 -0.665
O -0.959 -1.888 -1.213 -0.4168 0.5788 -0.9827 -0.614
N 0.371 2.362 -0.694 0.2480 0.6167 0.6939 -0.448
N 1.128 0.667 0.637 0.6298 0.0588 1.3433 -0.414
C 0.029 1.286 0.103 0.8012 -2.2196 -2.2105 0.582
H -1.266 -1.032 -0.866 0.2474 -0.0858 0.2961 0.362
H -0.612 -1.569 1.277 0.1355 0.8506 -0.1257 0.290
H -0.295 -2.936 1.457 0.6574 -0.5549 0.1202 0.310
H -0.297 2.688 -1.374 -0.3108 -0.0242 0.3868 0.231
H 1.997 0.558 0.141 -0.1541 0.7846 -0.3104 0.223
H 1.013 -0.119 1.260 -0.5915 0.0141 -0.1222 0.271
H -1.067 -1.731 -2.172 0.1579 -0.4543 0.6275 0.280
H 0.865 3.083 -0.184 0.1162 -0.0069 -0.4292 0.236

34
Properties=species:S:1:pos:R:3:forces:R:3:mulliken_charge:R:1 method="wB97M-V/def2-TZVPD" lumo_energy_ev=0.34 mol_weight_g_mol=240.310 max_force_ev_per_a=3.106 orbital_gap_ha=0.31304 multiplicity=1 de_lowest_ev=0.000 smiles=CN(C)C[C@H]1C[C@@H]1c1n[nH]c2ccc(C#N)cc12
N 0.044 -2.889 -1.838 1.6358 -1.5985 -0.1559 0.092
N 4.630 2.002 -2.208 -0.5739 -1.0616 -0.0423 -0.525
N -1.285 0.943 2.654 -1.5532 0.1658 1.1426 0.012
N -0.972 -2.124 -1.344 0.1067 -0.2321 -0.7021 -0.778
C 1.827 0.127 -1.667 -1.2802 0.3579 0.5405 -0.139
C 2.558 -2.504 -2.341 1.0518 1.1002 -0.6332 -0.822
C 0.906 -0.941 -1.607 -0.0390 3.0732 0.4482 1.553
C 3.988 1.037 -2.176 0.7979 0.9472 0.0616 -0.016
C 1.256 -2.223 -1.946 -1.9549 0.4254 0.2672 -0.618
C 0.124 0.562 2.413 -1.2894 1.1752 0.2061 -0.853
C -0.505 -0.908 -1.266 0.3278 0.1418 0.3694 0.037
C -2.826 0.335 -0.753 0.4370 -1.3141 -0.4476 -1.054
C 3.106 -0.087 -2.079 0.3304 -1.5918 -0.5366 0.071
C -2.159 1.274 1.517 2.5453 -0.9809 -0.5777 -0.808
C -2.067 0.083 0.536 -1.4261 2.2091 -0.1528 -0.232
C -1.286 0.270 -0.748 -0.3898 -1.1459 0.0780 0.291
C -1.551 1.845 3.806 1.1042 -1.1481 -0.5905 -1.014
C 3.480 -1.430 -2.445 -0.9966 -0.6601 0.5267 -0.650
H -3.181 1.455 1.813 -0.2373 -0.2139 0.4836 0.437
H -0.010 -3.901 -1.972 -0.6516 0.7969 0.3608 0.225
H 0.183 -0.168 1.617 -0.0102 -0.1139 -0.1693 0.184
H -0.789 1.225 -0.857 0.0938 -0.0192 0.0225 0.387
H -1.817 2.208 1.007 -0.1482 -0.2668 -0.0086 0.326
H 2.753 -3.509 -2.660 0.7061 -0.2678 -0.0950 0.415
H -1.201 2.845 3.606 0.5433 0.6887 0.0462 0.376
H 1.525 1.140 -1.380 0.0091 -0.4050 -0.1449 0.347
H -2.601 1.972 4.039 -0.3452 -0.5044 -0.2153 0.314
H 0.701 1.453 2.145 0.3909 0.0032 -0.1610 0.307
H -3.280 1.301 -0.950 0.2130 0.0645 0.3094 0.269
H -3.410 -0.483 -1.220 0.7532 0.3971 0.3554 0.304
H -2.148 -0.859 1.063 0.1753 -0.2288 -0.4750 0.450
H -1.049 1.423 4.686 -0.0832 0.3223 -0.1228 0.298
H 0.555 0.129 3.315 -0.1179 0.0224 0.0758 0.361
H 4.501 -1.605 -2.760 -0.1248 -0.1384 -0.0633 0.454